DFT (wB97M-V/def2-TZVPD) results for C17H38AuN4O7S2Si as an isolated structure.

Element x y z (Å)
H  -2.871  6.152  0.050
C  -1.613  -2.336  1.532
C  -1.794  4.500  -0.606
O  1.352  -1.250  1.113
N  0.191  3.034  -0.576
H  3.834  -2.028  1.558
H  2.792  -3.582  -2.530
N  -1.991  5.673  0.013
C  2.189  -0.623  3.221
S  -2.578  1.986  2.104
H  -0.835  -1.824  2.095
C  -2.137  -3.932  -0.317
H  -2.760  -4.542  0.340
C  1.878  -3.193  -2.981
O  -0.245  -2.543  -0.496
C  -3.526  -0.160  -2.067
H  -4.500  0.804  1.399
H  3.969  -1.422  -3.012
C  -4.238  1.856  1.487
C  -1.020  -3.255  0.469
C  3.063  -1.042  -3.486
H  -0.661  -4.911  1.826
H  1.198  -0.275  3.516
N  -0.544  4.150  -0.189
Au  -2.186  0.323  -0.884
H  -0.034  2.857  -1.550
Si  0.667  -1.176  -0.378
H  1.853  -3.484  -4.034
C  -0.107  -4.294  1.115
H  3.033  0.041  -3.355
H  -2.253  -1.578  1.081
N  -0.974  6.032  0.852
H  0.702  -3.787  1.641
H  -2.220  -2.922  2.227
C  1.835  -1.674  -2.838
H  0.577  -1.315  -4.553
H  3.814  -0.912  0.185
C  2.203  1.013  1.338
O  -2.551  1.317  3.387
O  -1.728  1.261  1.107
H  -4.280  2.349  0.518
H  -0.320  -1.597  -3.050
H  0.324  -4.940  0.348
H  2.305  1.158  0.261
H  1.116  4.138  2.143
H  -3.777  0.397  -2.971
H  1.023  -3.634  -2.468
H  -4.886  2.353  2.206
H  2.942  -0.053  3.769
O  -2.268  3.403  2.132
C  2.369  -0.452  1.716
H  3.102  -1.268  -4.554
S  -2.790  3.661  -1.651
H  2.282  -1.677  3.491
H  1.394  5.882  1.948
C  1.184  4.955  1.422
H  -4.018  -1.134  -2.097
O  1.914  -1.353  -1.453
C  3.728  -0.981  1.269
H  1.213  1.361  1.631
H  2.958  1.620  1.844
H  0.483  -0.049  -3.303
O  -0.133  0.168  -0.690
H  -1.716  -4.568  -1.097
C  -0.102  5.084  0.703
H  -0.149  2.218  -0.062
C  0.563  -1.121  -3.478
H  -2.764  -3.172  -0.788
H  1.987  4.718  0.726
H  4.535  -0.407  1.731

Output
**Charge**: -1
**Spin multiplicity**: 1
**Lowest unoccupied orbital energy**: 0.0695 Eh
**HOMO**: -0.190 hartree
**Molecular weight**: 699.699 u

---

DFT (wB97M-V/def2-TZVPD) results for a 5-piece molecular cluster, C2H14NO5 overall in a non-equilibrium geometry.

Element x y z (Å)
H  -1.149  -0.546  -0.850
H  -2.168  -1.449  -1.654
H  -1.924  -0.167  0.456
H  2.972  -1.642  -0.918
O  -1.092  0.312  0.551
H  -0.127  -0.749  1.151
O  -3.028  1.603  2.049
O  -0.853  2.711  -0.450
H  -0.322  2.438  -1.227
C  2.022  -1.336  -0.569
H  1.044  0.461  -0.964
O  -1.488  -0.786  -1.803
H  -0.779  1.931  0.216
H  -2.284  2.168  2.350
H  1.503  -0.174  -2.390
H  1.791  0.198  0.963
O  0.663  -1.328  1.520
N  1.749  -0.115  -1.408
H  1.397  -2.233  -0.767
H  -2.528  1.005  1.426
C  1.876  -0.926  0.878
H  2.726  -1.377  1.441

Output
**Charge**: -1
**Spin multiplicity**: 1
**Lowest unoccupied orbital energy**: 0.1400 Eh
**HOMO**: -0.203 hartree
**Relative energy (zero: lowest compared OMol25 entry of this formula, charge and spin)**: 108.5 kJ/mol
**Molecular weight**: 132.136 u